No. 1
Here is an isolated molecule of C9H10BNO2S at a distorted geometry from OMol25. Energies are from ωB97M-V/def2-TZVPD.

Geometry as XYZ:
```
24
Properties=species:S:1:pos:R:3:forces:R:3
B 1.499 -1.961 0.119 -0.73 -2.50 0.46
C -3.132 1.026 -0.450 1.76 -0.59 2.69
C -2.702 0.443 0.791 0.35 0.36 -1.94
C -2.305 1.696 -1.302 0.70 -0.77 0.41
C -1.385 0.421 1.099 -0.16 2.48 -2.93
C -0.949 1.693 -0.948 -0.87 1.58 -1.39
C -0.513 1.133 0.233 0.55 -0.16 -0.14
C 3.180 -0.255 -0.363 -1.40 2.79 1.10
C 3.473 1.061 -0.338 0.76 2.47 -0.65
C 0.884 1.205 0.570 2.35 -0.85 -0.92
N 2.009 -0.682 0.023 -1.10 0.49 0.42
O 2.278 -3.136 0.185 0.13 -0.88 0.77
O 0.127 -2.112 0.183 0.67 3.49 -0.96
S 2.091 2.191 -0.228 -0.51 -0.55 -0.01
H -4.136 0.946 -0.454 -3.42 0.14 -1.27
H -3.410 -0.031 1.419 -0.71 -0.32 0.45
H -2.616 2.154 -2.230 -0.20 0.02 0.11
H -1.001 0.058 1.955 1.14 -1.45 2.77
H -0.375 2.321 -1.659 0.50 -0.88 0.93
H 3.905 -0.820 -0.773 2.29 -2.50 -1.41
H 4.374 1.595 -0.795 -1.31 -1.15 0.91
H 1.209 0.895 1.532 -0.09 -0.36 0.64
H 1.931 -3.978 0.607 0.34 2.02 -1.00
H -0.289 -2.854 0.492 -1.05 -2.88 0.96
```
Forces are in eV/Å.

The lowest unoccupied orbital energy (alpha / beta) is -0.67 / -0.67 eV. The multiplicity is 1. The value obtained for the electronic energy is -26591.736 eV.

Here are the Mulliken charges for atoms 1 to 2, given in e: B 0.593; C -0.423

***

No. 2
Here is C33H55B3F16N2O5 as an isolated structure at a distorted geometry from OMol25. Energies are from ωB97M-V/def2-TZVPD.

Geometry as XYZ:
```
114
Properties=species:S:1:pos:R:3:forces:R:3
C -4.437 2.062 -0.327 -0.53 -0.45 -0.76
C -5.633 1.301 -1.045 0.75 0.76 -0.05
C -5.980 2.123 -2.367 -0.40 -0.73 0.48
C -6.773 1.247 -3.422 0.81 -0.07 -0.01
C -5.842 0.234 -4.198 -0.54 -0.20 0.27
C -6.610 -0.662 -5.246 0.18 -0.40 0.58
C -5.872 -2.041 -5.558 -0.65 -0.21 -0.05
C -5.326 -2.151 -7.031 0.33 0.29 0.69
C -4.049 -1.229 -7.321 -0.55 -1.14 -0.90
C -2.790 -2.187 -7.403 0.11 0.48 0.91
C -1.366 -1.491 -7.264 -0.59 -0.28 -0.48
C -1.290 -0.001 -7.772 1.78 -0.55 0.46
C 0.080 0.648 -7.237 -0.67 0.41 -0.25
C -0.056 1.187 -5.756 -0.20 0.41 -0.74
C 1.267 1.874 -5.216 0.12 -0.37 -0.25
C 2.140 1.011 -4.218 -0.07 1.11 0.09
C 1.389 0.459 -2.941 0.89 -0.60 -0.08
C 2.173 -0.877 -2.483 0.23 0.35 0.53
B 1.241 -1.897 -1.677 0.81 -0.53 0.50
O 0.250 -2.736 -2.313 -0.40 2.38 0.88
B -0.976 -2.111 -1.962 -0.22 0.00 0.37
C -2.331 -2.169 -2.843 0.54 0.50 -0.30
C -2.402 -0.749 -3.532 -0.32 0.15 0.84
N -2.432 0.342 -2.838 -0.03 -1.21 -1.58
O -1.025 -1.362 -0.747 1.60 -1.91 -0.42
B -0.028 -1.825 0.190 -0.07 0.14 0.28
C -0.550 -2.157 1.682 -0.23 0.35 -0.48
C -0.810 -3.670 1.949 0.28 -0.62 1.55
C -1.260 -4.720 0.875 0.19 0.16 -0.51
N -0.650 -4.082 3.169 -0.11 0.43 -1.64
O 1.322 -1.985 -0.236 -2.71 0.42 -1.53
H -4.275 1.684 0.719 -0.03 0.53 -1.03
H -3.526 1.892 -0.973 -0.78 0.20 0.95
H -4.688 3.157 -0.356 0.38 -0.95 0.39
H -6.513 1.239 -0.353 0.59 0.11 -0.74
H -5.306 0.252 -1.264 -0.30 0.85 0.01
H -6.609 2.993 -2.036 0.52 -0.69 -0.43
H -5.026 2.552 -2.785 -0.87 -0.51 0.21
H -7.501 0.628 -2.829 0.29 0.69 -0.76
H -7.289 1.893 -4.181 0.21 -0.54 0.82
H -5.009 0.795 -4.695 -0.49 -0.52 0.49
H -5.437 -0.479 -3.422 -0.03 0.81 -0.86
H -6.808 -0.147 -6.222 0.15 -0.18 0.91
H -7.610 -0.902 -4.775 0.95 0.26 -0.61
H -6.656 -2.844 -5.420 0.89 0.65 -0.23
H -5.075 -2.286 -4.793 -0.66 0.48 -0.82
H -4.993 -3.212 -7.191 -0.55 0.90 -0.08
H -6.183 -1.910 -7.717 0.88 -0.28 0.50
H -4.189 -0.800 -8.358 0.23 -0.03 1.23
H -3.967 -0.400 -6.574 0.03 -0.72 -0.58
H -2.868 -2.758 -8.364 0.10 0.47 0.83
H -2.871 -2.932 -6.553 0.05 0.62 -0.97
H -1.022 -1.573 -6.200 -0.31 0.22 -0.81
H -0.649 -2.123 -7.869 -0.54 0.82 0.67
H -1.248 -0.037 -8.898 -0.35 0.32 1.13
H -2.106 0.664 -7.394 0.42 -0.75 -0.51
H 0.294 1.516 -7.926 0.07 -0.78 0.79
H 0.938 -0.078 -7.305 -0.84 0.60 -0.01
H -0.453 0.352 -5.125 0.62 0.75 -0.26
H -0.858 1.988 -5.762 0.68 -0.91 -0.03
H 1.928 2.083 -6.110 -0.72 -0.08 0.90
H 1.001 2.881 -4.781 0.34 -1.12 -0.22
H 2.946 1.704 -3.829 -0.69 -0.77 -0.47
H 2.701 0.214 -4.787 -0.91 0.58 0.62
H 0.292 0.283 -3.079 0.96 0.08 -0.17
H 1.482 1.206 -2.100 -0.21 -0.76 -0.90
H 2.670 -1.390 -3.351 -0.71 0.52 0.59
H 3.014 -0.506 -1.825 -0.83 -0.64 -0.59
H -2.283 -2.987 -3.613 -0.15 0.85 0.68
H -3.195 -2.341 -2.140 0.74 0.36 -0.84
H -2.405 -0.674 -4.652 -0.02 -0.55 0.88
H -2.472 1.097 -3.545 0.04 -0.07 0.63
H 0.154 -1.685 2.429 -0.75 -0.96 -0.50
H -1.542 -1.628 1.814 0.95 -0.53 -0.20
H -2.300 -5.114 1.059 1.06 0.55 0.04
H -1.245 -4.350 -0.183 0.02 -0.14 0.90
H -0.548 -5.595 0.910 -0.74 0.92 0.05
H -0.852 -5.089 3.213 0.02 0.30 0.06
C 1.656 -0.803 5.282 -0.40 -0.50 -0.45
C 2.987 -0.379 5.950 -0.23 0.42 -1.00
C 2.934 0.065 7.417 0.20 -0.22 0.60
F 2.137 1.119 7.639 -0.21 0.15 -0.28
F 4.177 0.438 7.832 0.02 -0.15 -0.29
F 3.576 0.563 5.179 0.00 0.16 0.25
F 3.805 -1.468 5.903 -0.19 -0.09 0.38
O 0.938 0.158 4.482 0.34 0.78 1.13
C 0.093 1.067 5.142 0.22 -1.64 -0.33
C 0.588 2.518 5.050 0.02 0.62 -0.29
F 1.848 2.660 5.496 0.10 -0.30 0.08
F -0.192 3.329 5.802 -0.21 -0.26 0.01
F -0.115 0.656 6.403 0.01 0.46 0.27
F -1.103 0.980 4.526 0.05 0.43 -0.18
H 1.929 -1.574 4.558 0.13 0.18 0.02
H 0.992 -1.306 5.987 0.07 0.23 0.12
H 2.602 -0.755 8.058 0.01 -0.13 -0.13
H 0.558 2.866 4.015 -0.13 -0.19 -0.04
C 7.531 3.099 8.435 -0.17 0.69 0.00
C 7.780 1.663 7.910 0.82 0.55 0.16
C 7.149 0.504 8.690 -0.51 -0.64 -0.15
F 7.548 0.436 9.972 0.29 0.36 0.23
F 7.496 -0.681 8.124 0.10 0.21 -0.29
F 9.113 1.485 7.764 -0.03 -0.20 0.16
F 7.255 1.618 6.652 -0.34 -0.07 0.21
O 8.532 3.725 9.262 0.10 -1.11 0.54
C 8.569 3.462 10.642 -1.03 0.56 -1.32
C 9.826 2.688 11.068 0.64 -0.09 0.19
F 9.982 1.544 10.382 -0.27 -0.02 -0.22
F 9.753 2.359 12.379 -0.26 0.23 0.02
F 7.425 2.872 11.022 0.16 -0.36 0.30
F 8.583 4.665 11.252 0.41 -0.05 0.13
H 7.515 3.731 7.545 0.19 -0.16 0.02
H 6.535 3.205 8.869 0.09 -0.27 0.17
H 6.061 0.572 8.676 0.12 0.19 -0.08
H 10.720 3.296 10.911 -0.15 0.18 -0.03
```
Forces are in eV/Å.

The lowest unoccupied orbital energy is 0.40 eV. The multiplicity is 1. For the energy above the lowest of the compared OMol25 structures with the same formula, charge and spin, the calculation gives 0.000 eV. The value obtained for the electronic energy is -93844.558 eV.

Here are the Mulliken charges for atoms 1 to 2, given in e: C -1.007; C -0.263

***

No. 3
Here is a 2-piece molecular cluster, C18H24N6O3 overall at a distorted geometry from OMol25. Energies are from ωB97M-V/def2-TZVPD.

Geometry as XYZ:
```
51
Properties=species:S:1:pos:R:3:forces:R:3
O 0.509 2.399 2.079 0.07 -0.44 -0.24
O 2.842 0.305 2.125 -0.12 -0.07 -0.36
N -2.836 -1.700 1.663 -0.21 -0.45 0.22
O 3.211 -0.985 -0.984 -0.70 -0.52 -0.29
C 1.114 2.900 1.141 -0.71 0.45 1.17
C 1.962 -0.013 1.329 0.86 0.62 0.92
C -2.401 -0.754 0.855 0.68 1.30 1.13
C -1.848 0.330 1.630 -0.29 -0.08 -2.55
C -2.213 -1.482 -4.801 -0.10 -0.21 0.12
C -1.928 -0.027 2.923 0.08 -0.24 -0.10
C -2.710 -2.761 -4.836 0.45 1.25 0.54
C -1.880 0.240 -1.403 0.08 -0.13 -0.83
C -1.790 0.128 -2.797 -0.07 0.09 1.05
C -2.758 -2.016 -1.262 0.01 0.01 0.33
C -2.355 -0.834 -0.615 -0.46 -1.00 -0.74
C -2.184 -1.060 -3.411 0.28 0.40 -1.31
C -2.668 -2.116 -2.650 -0.14 -0.27 0.17
N -1.394 0.739 3.937 -0.29 -0.36 0.93
N -2.570 -1.249 2.927 0.69 0.86 1.06
N -2.984 -3.143 -3.526 -0.35 -0.87 0.03
N 1.159 -1.066 1.531 -0.39 -0.50 -0.49
N 1.704 2.216 0.156 0.58 -1.11 -0.57
C 1.219 4.404 1.043 0.04 -0.07 -0.02
C 1.189 -1.917 2.718 0.15 0.38 -0.19
C 4.285 1.078 -0.666 -0.41 0.39 -0.01
C 1.794 0.746 0.004 -0.50 0.25 0.10
C 2.946 0.396 -0.967 1.17 0.39 0.33
H 3.703 -1.196 -0.184 0.03 -0.06 0.09
H -1.422 1.245 1.248 0.06 -0.15 0.16
H -1.899 -0.889 -5.654 -0.10 -0.21 0.19
H -2.860 -3.362 -5.729 -0.12 -0.16 0.59
H -1.579 1.174 -0.942 -0.05 -0.09 0.07
H -1.426 0.954 -3.399 -0.02 -0.02 0.11
H -3.132 -2.856 -0.684 0.06 0.16 0.11
H -1.201 0.293 4.829 0.05 0.31 -0.45
H -0.731 1.459 3.624 -0.36 -0.70 0.18
H -2.802 -1.758 3.778 -0.06 -0.08 -0.90
H -3.363 -4.045 -3.243 0.26 0.62 -0.21
H 0.447 -1.255 0.841 -0.01 0.06 0.14
H 2.183 2.767 -0.536 0.03 -0.08 -0.01
H 0.671 4.851 1.871 0.08 -0.11 -0.12
H 0.790 4.739 0.100 0.08 0.16 -0.08
H 2.266 4.696 1.103 0.04 0.16 -0.09
H 0.815 -2.912 2.470 0.00 0.15 -0.07
H 2.209 -2.000 3.097 -0.12 0.09 -0.11
H 0.560 -1.481 3.495 0.02 -0.06 0.09
H 4.615 0.849 0.347 -0.07 0.07 0.07
H 5.037 0.726 -1.373 -0.15 -0.01 -0.05
H 4.195 2.157 -0.776 0.24 0.13 0.11
H 0.871 0.396 -0.454 -0.17 -0.08 -0.14
H 2.639 0.692 -1.971 -0.15 -0.23 -0.10
```
Forces are in eV/Å.

The lowest unoccupied orbital energy is 0.64 eV. The multiplicity is 1. For the energy above the lowest of the compared OMol25 structures with the same formula, charge and spin, the calculation gives 0.796 eV. The value obtained for the electronic energy is -34139.489 eV.

Here are the Mulliken charges for atoms 1 to 2, given in e: O -0.588; O -0.696